# 1
Here is C25H38Cl3F7GeN2O7OsS2Si4Te as an isolated structure from OMol25. Energies are from ωB97M-V/def2-TZVPD.

Structure (XYZ):
```
91
C25H38Cl3F7GeN2O7OsS2Si4Te, DFT ωB97M-V/def2-TZVPD
Os -2.20 -0.34 -0.11
C 4.29 -4.13 1.82
C 3.72 -3.23 2.93
C 3.79 -3.87 4.31
C 2.90 -5.10 4.38
C 1.53 -4.80 3.85
C 0.47 -5.62 4.19
C -0.82 -5.33 3.74
F -1.82 -6.14 4.10
C -1.07 -4.23 2.95
C -0.01 -3.41 2.57
C -0.26 -2.31 1.65
O -1.42 -2.10 1.20
C 0.87 -1.53 1.30
C 2.11 -1.85 1.80
N 2.34 -2.88 2.60
C 1.31 -3.69 3.01
C 0.67 -0.35 0.41
O 1.02 0.78 0.80
O 0.06 -0.51 -0.71
H 5.30 -4.42 2.09
H 4.30 -3.60 0.88
H 3.68 -5.02 1.69
H 4.29 -2.29 2.95
H 3.44 -3.15 5.06
H 4.82 -4.13 4.55
H 2.83 -5.45 5.41
H 3.34 -5.91 3.79
H 0.63 -6.48 4.81
H -2.07 -4.00 2.61
H 2.97 -1.25 1.51
F -4.57 1.07 0.55
C -5.02 1.80 -0.50
F -6.33 1.74 -0.50
F -4.64 3.06 -0.25
S -4.34 1.13 -2.12
O -2.90 1.17 -1.94
O -4.86 1.99 -3.12
N -4.90 -0.32 -2.11
S -4.07 -1.51 -1.51
O -4.14 -1.57 -0.08
O -2.75 -1.61 -2.07
C -5.04 -2.94 -2.18
F -5.07 -2.89 -3.50
F -4.48 -4.09 -1.81
F -6.29 -2.91 -1.71
C -2.71 4.51 -2.46
Si -1.17 3.66 -3.21
C 0.02 5.08 -3.73
C -1.60 2.56 -4.71
Si -0.05 2.13 -1.60
Te -1.64 2.10 0.37
Si 2.31 1.36 -2.07
C 2.34 -0.38 -2.85
C 3.52 1.67 -0.60
C 2.83 2.63 -3.41
Si -0.06 3.65 1.73
C 0.62 4.76 0.30
C 1.26 2.91 2.90
C -1.36 4.59 2.77
H -2.82 5.54 -2.80
H -2.67 4.52 -1.38
H -3.60 3.96 -2.76
H -0.44 5.66 -4.53
H 0.97 4.73 -4.11
H 0.23 5.78 -2.93
H -2.19 3.10 -5.44
H -2.20 1.72 -4.38
H -0.71 2.18 -5.22
H 1.81 -1.11 -2.26
H 3.36 -0.74 -2.98
H 1.89 -0.36 -3.84
H 3.18 1.19 0.31
H 3.61 2.74 -0.39
H 4.51 1.31 -0.85
H 2.17 2.63 -4.26
H 3.82 2.38 -3.79
H 2.89 3.64 -3.02
H 1.40 4.26 -0.26
H 1.02 5.69 0.68
H -0.18 4.99 -0.39
H 2.21 3.41 2.78
H 1.41 1.86 2.69
H 0.94 3.02 3.93
H -2.20 4.92 2.17
H -0.93 5.47 3.23
H -1.75 3.96 3.57
Cl -1.70 -4.89 -0.44
Ge -0.67 -3.19 -1.45
Cl 1.52 -3.67 -0.96
Cl -0.79 -3.69 -3.61
```

Calculated values
LUMO level (alpha / beta): -4.65 / -4.80 eV
Kohn-Sham gap (alpha / beta): 6.2 / 6.1 eV
Total energy: -8081.0551 hartree
Charge: +1
Spin multiplicity: 2


# 2
Here is one molecule with the formula CH6OSi from OMol25. Energies are from ωB97M-V/def2-TZVPD.

Structure (XYZ):
```
9
CH6OSi, DFT ωB97M-V/def2-TZVPD
C -1.00 -0.20 -0.16
O 1.41 -0.48 0.58
Si 0.65 0.70 -0.17
H -1.47 -0.20 -1.14
H -1.74 0.35 0.50
H 0.82 -1.20 0.99
H 1.26 0.52 -1.55
H -0.92 -1.29 0.29
H 0.99 1.79 0.65
```

Calculated values
LUMO level: 0.86 eV
Kohn-Sham gap: 11.4 eV
Total energy: -406.4185 hartree
Charge: 0
Spin multiplicity: 1
Relative energy (zero: lowest compared OMol25 entry of this formula, charge and spin): 18.1 kcal per mole
SMILES: C[SiH2]O


# 3
Here is an isolated ion of composition C4H10S2 and charge -1 from OMol25. Energies are from ωB97M-V/def2-TZVPD.

Structure (XYZ):
```
16
C4H10S2, DFT ωB97M-V/def2-TZVPD
C 3.37 0.48 -0.08
C 2.12 -0.36 -0.29
S 0.80 0.50 -1.32
S -1.57 0.21 -1.57
C -1.98 -0.19 0.15
C -3.45 -0.02 0.46
H 4.05 0.15 0.72
H 4.00 0.44 -0.98
H 3.09 1.51 0.17
H 2.35 -1.26 -0.85
H 1.68 -0.67 0.67
H -1.38 0.46 0.80
H -1.67 -1.21 0.38
H -3.76 1.03 0.39
H -4.06 -0.68 -0.15
H -3.59 -0.36 1.50
```

Calculated values
LUMO level (alpha / beta): 3.95 / 3.70 eV
Kohn-Sham gap (alpha / beta): 5.4 / 6.4 eV
Total energy: -954.7623 hartree
Charge: -1
Spin multiplicity: 2
Relative energy (zero: lowest compared OMol25 entry of this formula, charge and spin): 0.8 kcal per mole


# 4
Here is a 5-piece molecular cluster, C25H48F3N7O6PS overall from OMol25. Energies are from ωB97M-V/def2-TZVPD.

Structure (XYZ):
```
91
C25H48F3N7O6PS, DFT ωB97M-V/def2-TZVPD
C 0.97 1.48 3.26
N 0.51 0.16 2.69
C 1.60 -0.63 2.08
N 1.36 -1.00 0.63
C 0.01 -1.62 0.35
C -0.36 -2.89 1.27
C -1.77 -2.72 2.05
O -2.50 -3.73 2.21
N -2.12 -1.39 2.58
C -3.09 -0.66 1.74
C -2.87 0.89 1.62
C -3.79 1.84 0.83
C -5.03 1.21 0.10
C -5.21 -0.35 0.19
C -4.28 -1.29 0.99
C 2.49 -1.91 0.21
O 3.33 -1.38 -0.84
C 4.65 -1.12 -0.40
F 5.31 -2.25 0.14
F 5.39 -0.74 -1.55
F 4.64 -0.03 0.53
P 1.36 0.58 -0.28
S 0.85 0.38 -2.15
H 0.79 1.42 4.40
H 0.23 2.28 2.88
H 2.03 1.78 3.00
H 0.13 -0.38 3.48
H 2.63 -0.11 2.13
H 1.72 -1.58 2.73
H 0.05 -2.02 -0.74
H -0.76 -0.78 0.35
H -0.53 -3.80 0.57
H 0.48 -3.22 1.99
H -2.42 -1.43 3.57
H -1.97 1.38 2.15
H -3.57 2.97 0.80
H -5.77 1.86 -0.48
H -6.11 -0.83 -0.33
H -4.43 -2.42 1.04
H 2.00 -2.86 -0.23
H 3.06 -2.25 1.14
H 2.58 1.32 -0.08
H 0.30 1.35 0.36
C -3.28 -2.85 -3.84
C -2.06 -3.09 -3.00
O -2.12 -3.23 -1.78
N -0.86 -3.16 -3.63
C -0.57 -3.02 -5.04
H -4.16 -2.82 -3.20
H -3.20 -1.89 -4.35
H -3.41 -3.66 -4.56
H -0.08 -3.32 -3.00
H -0.09 -3.94 -5.38
H 0.12 -2.18 -5.17
H -1.47 -2.85 -5.63
C 4.43 -7.44 -2.31
C 4.12 -6.04 -1.86
O 3.18 -5.39 -2.33
N 4.91 -5.47 -0.91
C 6.05 -6.06 -0.23
H 3.71 -7.74 -3.07
H 5.43 -7.48 -2.74
H 4.35 -8.13 -1.46
H 4.63 -4.53 -0.67
H 5.84 -6.06 0.84
H 6.92 -5.42 -0.42
H 6.26 -7.07 -0.57
C -1.42 5.78 4.59
C -0.11 5.13 4.24
O 0.07 3.92 4.35
N 0.89 5.93 3.78
C 0.88 7.36 3.58
H -2.12 5.01 4.93
H -1.28 6.51 5.39
H -1.85 6.26 3.70
H 1.74 5.42 3.57
H 1.09 7.56 2.53
H 1.66 7.80 4.20
H -0.08 7.80 3.84
C -4.02 5.40 -2.41
C -2.80 5.15 -1.56
O -2.87 5.01 -0.35
N -1.59 5.07 -2.19
C -1.30 5.21 -3.60
H -4.90 5.43 -1.77
H -3.93 6.36 -2.92
H -4.14 4.59 -3.14
H -0.82 4.90 -1.55
H -0.82 4.29 -3.94
H -0.61 6.04 -3.73
H -2.20 5.39 -4.19
```

Calculated values
LUMO level: -2.59 eV
Kohn-Sham gap: 7.9 eV
Total energy: -2854.8629 hartree
Charge: +1
Spin multiplicity: 1


# 5
Here is C32H18CrF6O3S as an isolated structure from OMol25. Energies are from ωB97M-V/def2-TZVPD.

Structure (XYZ):
```
61
C32H18CrF6O3S, DFT ωB97M-V/def2-TZVPD
O 4.50 -0.22 1.59
C 4.15 -0.58 0.57
Cr 3.56 -1.16 -1.09
C 2.00 -1.83 -0.26
O 1.06 -2.22 0.25
C 4.44 -2.81 -0.91
O 4.97 -3.81 -0.82
C 5.03 -0.17 -2.34
C 4.19 0.80 -1.75
C 2.79 0.70 -1.86
C 2.19 -0.39 -2.58
C 0.78 -0.54 -2.61
C -0.41 -0.77 -2.39
C -1.65 -1.06 -1.89
C -1.97 -2.46 -1.69
C -1.12 -3.45 -2.21
C -1.38 -4.79 -2.04
C -2.49 -5.19 -1.32
C -3.34 -4.24 -0.77
C -3.08 -2.91 -0.96
C -2.50 0.05 -1.52
C -2.14 1.36 -1.90
C -2.91 2.44 -1.55
C -4.06 2.26 -0.80
C -4.43 1.00 -0.40
C -3.67 -0.08 -0.76
C 3.05 -1.37 -3.16
C 4.46 -1.25 -3.07
H 6.12 -0.09 -2.25
H 4.63 1.62 -1.16
H 2.14 1.45 -1.40
H -0.25 -3.15 -2.76
H -0.72 -5.53 -2.46
H -2.69 -6.24 -1.17
H -4.19 -4.55 -0.19
H -3.77 -2.07 -0.50
H -1.25 1.50 -2.49
H -2.62 3.43 -1.86
H -4.64 3.12 -0.51
H -5.31 0.85 0.20
H -3.95 -1.19 -0.44
H 2.61 -2.24 -3.66
H 5.11 -1.99 -3.55
F 3.24 1.95 3.15
C 2.46 2.85 3.76
F 2.73 2.89 5.07
F 2.66 4.07 3.22
C 1.01 2.46 3.57
C 0.04 3.45 3.53
C -1.30 3.11 3.38
C -2.35 4.20 3.34
F -3.37 3.78 2.58
F -2.77 4.44 4.59
F -1.81 5.31 2.81
C -1.66 1.79 3.28
C -0.69 0.78 3.31
S -1.13 -0.81 3.15
C 0.65 1.14 3.45
H 0.33 4.48 3.60
H -2.71 1.54 3.18
H 1.42 0.38 3.46
```

Calculated values
LUMO level (alpha / beta): -10.90 / -12.44 eV
Kohn-Sham gap (alpha / beta): 6.5 / 5.0 eV
Total energy: -3496.6048 hartree
Charge: +3
Spin multiplicity: 4


# 6
Here is one molecule with the formula C8H14N2O5S from OMol25. Energies are from ωB97M-V/def2-TZVPD.

Structure (XYZ):
```
30
C8H14N2O5S, DFT ωB97M-V/def2-TZVPD
C 2.56 -0.03 0.58
C 1.33 -0.47 -0.22
C 2.19 -0.08 2.05
C 1.05 0.84 2.40
C -0.19 0.00 2.67
C -0.31 0.16 -1.97
C -1.09 0.98 -0.91
C -0.88 -1.18 -2.35
H 2.20 1.99 0.49
H 3.80 1.58 0.53
H 3.53 -0.67 0.39
H 1.85 -1.11 2.23
H 3.13 0.31 2.72
H 1.23 1.52 3.27
H 0.58 1.47 1.63
H -0.76 -1.80 3.27
H 1.77 1.17 -1.38
H -0.32 0.96 -2.68
H -0.30 -1.72 -3.21
H -0.90 -1.86 -1.57
H -3.09 -0.59 -2.19
H -2.37 0.89 0.51
N 2.89 1.38 0.21
N 1.07 0.34 -1.35
O 0.65 -1.38 0.23
O -1.38 0.64 2.67
O 0.02 -1.32 3.12
O -0.58 2.02 -0.57
O -2.15 0.45 -0.29
S -2.41 -1.17 -3.19
```

Calculated values
LUMO level: 0.60 eV
Kohn-Sham gap: 9.8 eV
Total energy: -1197.0938 hartree
Charge: 0
Spin multiplicity: 1
Relative energy (zero: lowest compared OMol25 entry of this formula, charge and spin): 75.1 kcal per mole
SMILES: N[C@@H](CCC(=O)O)C(=O)N[C@@H](CS)C(=O)O